Record 1
Here is the ion C3H11NP with charge +1 at a distorted geometry from the Open Molecules 2025 dataset. Energies are from wB97M-V/def2-TZVPD.

The geometry in XYZ format:
```
16
Properties=species:S:1:pos:R:3:forces:R:3:nbo_charge:R:1
H -0.501752 1.124239 -1.255327 -1.558 2.497 -0.741 0.21
H 0.072486 -1.615840 1.666348 -1.994 -0.859 2.642 0.23
H -1.139988 -0.390726 0.255027 1.413 0.745 0.055 0.44
H -0.780717 1.976751 1.115474 -0.230 0.090 -0.800 0.24
H -0.287024 0.098909 -3.606400 0.250 -0.294 0.980 0.03
H -1.179498 -1.080033 -2.240026 -3.162 -0.657 0.638 -0.06
N -0.179520 0.043282 0.397940 0.490 -2.475 0.011 -0.36
C 0.652707 -1.094625 1.021030 2.009 -0.469 -2.967 -0.43
P 0.061103 -0.870678 -2.568588 2.936 1.463 0.487 0.31
C -0.323884 1.059561 1.457513 -1.081 1.675 -0.714 -0.43
H -0.959628 0.775477 2.253510 -0.611 -1.127 0.657 0.24
H 0.569699 1.388705 1.885069 1.856 -0.070 0.315 0.24
H 1.255157 0.819446 -1.215188 0.536 0.577 1.211 0.25
C 0.258444 0.507450 -0.982515 -0.036 -3.187 -1.383 -0.42
H 0.885140 -1.967721 0.323220 -0.129 1.765 0.017 0.25
H 1.597274 -0.774196 1.492913 -0.689 0.326 -0.411 0.25
```
Forces are in eV/Å.

Values from the calculation:
HOMO	-13.90	eV
SMILES string	C[NH+](C)CP
LUMO	-3.39	eV
ΔE to the lowest compared entry with this formula, charge and spin	4.054	eV
charge	+1



Record 2
Here is a cluster of 2 separate species, C4H13N5O in total at a distorted geometry from the Open Molecules 2025 dataset. Energies are from wB97M-V/def2-TZVPD.

The geometry in XYZ format:
```
23
Properties=species:S:1:pos:R:3:forces:R:3:nbo_charge:R:1
C 1.027069 1.772568 -0.760275 1.300 -2.675 1.010 0.34
N 0.831184 0.956887 0.245960 1.739 2.282 -1.658 -0.36
O -0.051969 2.372949 -1.246343 -0.755 0.920 -0.262 -0.67
H -2.669544 0.418198 2.798205 0.914 0.868 -1.600 0.20
H -1.091203 0.910424 2.013973 1.456 0.326 0.848 0.21
H -0.467979 -2.630996 -1.696554 -0.645 -0.395 -0.548 0.20
H 2.175552 -1.893462 0.516175 1.055 1.787 -1.146 0.18
C 2.491983 -0.840597 0.067499 0.026 -2.738 2.819 -0.41
N 1.812281 0.135851 0.855558 -0.574 2.460 -1.000 -0.47
H 3.561132 -0.729798 0.123725 0.553 -0.067 0.226 0.19
N -1.363741 -0.212715 0.279552 -1.249 -3.018 -2.027 0.02
H 1.884008 1.982863 -1.476275 -0.569 -0.600 1.317 0.16
H -0.773983 2.121616 -0.657354 -0.338 0.004 0.054 0.49
H -2.505136 1.987414 1.886439 0.130 -0.515 -0.034 0.20
H 1.324549 -0.225527 1.632095 -0.332 -0.709 0.707 0.36
H -2.393734 -1.154214 -1.376443 0.194 0.650 0.858 0.38
N -2.409690 0.277346 0.701022 -0.972 -0.526 -1.722 -0.27
H 0.320820 -1.784906 -0.470719 -0.232 0.698 -1.057 0.22
C -2.135173 0.942406 1.897684 -1.893 0.685 2.989 -0.45
H 0.046918 -0.954247 -2.175578 0.534 -1.038 0.786 0.18
C -0.345407 -1.620359 -1.353612 1.435 0.769 0.181 -0.42
H 2.249048 -0.832271 -0.935560 -0.854 0.171 -2.105 0.20
N -1.516986 -0.999431 -0.869174 -0.924 0.660 1.364 -0.47
```
Forces are in eV/Å.

Values from the calculation:
HOMO	-7.91	eV
SMILES string	C/N=N/NC.CN/N=C/O
LUMO	0.98	eV
ΔE to the lowest compared entry with this formula, charge and spin	5.853	eV
charge	0



Record 3
Here is a cluster of 2 separate species, C3H3F in total at a distorted geometry from the Open Molecules 2025 dataset. Energies are from wB97M-V/def2-TZVPD.

The geometry in XYZ format:
```
7
Properties=species:S:1:pos:R:3:forces:R:3:nbo_charge:R:1
H 1.055759 0.847204 -1.006968 1.115 -0.105 0.226 0.21
C -1.890098 -0.673444 -0.061231 -3.870 -0.763 1.436 -0.41
C -0.856251 -0.069505 -0.024322 4.568 0.690 -0.134 -0.22
C 1.374457 0.447282 -0.037875 -4.242 -1.171 -0.861 0.25
H -2.950832 -0.941977 0.286041 2.288 0.302 -1.166 0.25
H 1.102844 1.001589 0.848345 0.950 -0.110 0.326 0.21
F 2.164121 -0.611152 -0.003990 -0.808 1.158 0.173 -0.29
```
Forces are in eV/Å.

Values from the calculation:
HOMO	-9.82	eV
LUMO	-0.45	eV
ΔE to the lowest compared entry with this formula, charge and spin	3.429	eV
charge	0